*w*
The molecule CH4NP. Source: the Open Molecules 2025 dataset; level of theory: ωB97M-V/def2-TZVPD.

The geometry in XYZ format:
```
7
Properties=species:S:1:pos:R:3
C 0.89046 -0.18020 -0.07083
N -0.41125 0.26060 0.04227
P -1.85560 -0.13698 -0.13910
H 0.99603 -1.19812 -0.60001
H 1.38562 -0.13953 0.89330
H 1.57947 0.54319 -0.70526
H -2.58471 0.85104 0.57962
```

Structure (SMILES): [H]/P=N/C
LUMO in eV: -0.05
Gap between HOMO and LUMO in eV: 8.30
M in Da: 61.024
Highest occupied orbital energy in hartree: -0.3070

***

*x*
A cluster of 3 separate species, CH4NP in total. Source: the Open Molecules 2025 dataset; level of theory: ωB97M-V/def2-TZVPD.

The geometry in XYZ format:
```
7
Properties=species:S:1:pos:R:3
C -0.68547 -0.79686 -0.87135
N 0.33115 -0.18841 -0.65900
P 1.57543 0.69081 -0.27577
H -0.90618 -1.59939 -1.51876
H -1.20370 0.80016 1.36876
H -0.92587 1.59545 1.43563
H 1.81465 -0.50176 0.52048
```

LUMO in eV: 0.22
Gap between HOMO and LUMO in eV: 8.15
M in Da: 61.024
Highest occupied orbital energy in hartree: -0.2912

***

Preferred: *w*; penalty for the next structure: 2.109 eV.